# 1
{
  "formula": "C6H2F4I2",
  "method": "ωB97M-V/def2-TZVPD",
  "orbital_gap_ev": 8.49,
  "de_lowest_ev": 3.751,
  "spin_multiplicity": 1,
  "species": ["C", "C", "C", "C", "C", "C", "F", "F", "F", "F", "I", "I", "H", "H"],
  "coordinates": [[-0.79, 1.62, 2.41], [0.10, 1.66, 1.56], [-0.41, -0.97, -0.34], [0.56, -0.53, -1.27], [-1.72, -0.69, -0.20], [1.90, -0.40, -1.18], [1.06, 2.07, 0.77], [0.01, -1.80, 0.64], [-2.31, 0.04, -1.06], [2.65, -0.18, -2.26], [-0.18, -0.10, -3.15], [3.02, -0.59, 0.67], [-1.54, 1.28, 3.00], [-2.36, -1.40, 0.40]]
}


# 2
{
  "formula": "C6H2InO4",
  "method": "ωB97M-V/def2-TZVPD",
  "orbital_gap_ev": 4.77,
  "total_charge": 1,
  "de_lowest_ev": 2.187,
  "spin_multiplicity": 1,
  "species": ["In", "C", "C", "C", "O", "C", "C", "C", "O", "O", "O", "H", "H"],
  "coordinates": [[-0.40, 3.23, -1.82], [-1.36, -0.59, 0.16], [-0.99, 0.74, 0.48], [0.60, 1.04, 0.63], [0.89, 2.26, 0.68], [1.46, -0.11, 0.50], [1.01, -1.29, -0.03], [-0.48, -1.51, -0.31], [-0.99, -2.44, -1.08], [1.89, -2.25, -0.21], [-1.75, 1.72, 0.25], [-2.40, -0.85, 0.02], [2.51, 0.05, 0.71]]
}